Entry 1:
The following is a quantum chemistry calculation of C51H39BrN3O2PtS as an isolated structure, from the OMol25 dataset.

```
98
Properties=species:S:1:pos:R:3:forces:R:3
H -1.486034 -0.674666 2.703667 0.01 0.00 0.02
H 2.870835 -0.677001 -0.473622 0.23 -0.02 0.08
C 1.506679 4.487660 -2.520028 0.02 -0.01 -0.01
H 2.930786 -0.303254 -5.703503 0.01 0.00 0.01
C 2.946165 -3.144397 -1.336889 0.08 -0.09 0.04
H 3.371235 -4.112365 1.541884 -0.01 0.00 -0.01
C 3.043422 -4.156578 -2.289262 0.00 0.04 0.02
H 0.685328 -2.243199 5.239330 -0.01 -0.01 -0.01
H 2.320680 -4.048710 5.686038 0.01 0.01 0.00
H -2.291700 3.488049 3.159043 0.02 0.00 0.01
H 2.814135 1.735333 4.362304 0.01 0.01 -0.01
H 3.744210 -0.138460 3.005127 -0.01 -0.01 0.00
C 1.936346 -3.158740 -0.384224 -0.02 0.03 0.01
H 2.209750 -5.986615 -3.031627 -0.01 0.01 -0.01
C -1.817885 0.000356 4.728285 0.01 0.01 -0.01
H -0.571837 3.551884 1.506005 0.03 -0.04 0.11
C -2.857613 2.242419 0.644958 0.06 -0.04 -0.13
H -3.921180 -0.108725 -3.666604 0.01 -0.02 -0.02
O 0.422394 -1.558936 0.583029 0.21 -0.05 0.06
N 1.411148 0.967831 0.870428 -0.16 -0.09 0.22
H -6.104690 3.478351 -1.086005 0.00 0.00 0.01
C 0.888544 4.938709 -3.690753 0.02 0.00 -0.01
S -1.907244 2.035623 -4.047623 -0.04 0.07 0.08
C 2.817438 -0.965808 0.567690 -0.22 -0.02 0.03
C 2.192989 -3.664484 4.682494 0.00 0.00 0.00
C -1.815610 1.423474 2.785158 0.00 0.10 0.07
C 2.418205 0.223027 1.375502 -0.17 0.00 -0.09
C 2.937968 0.465901 -3.699111 0.05 -0.04 0.04
C 1.362764 2.253688 2.874294 0.02 0.09 -0.06
C -1.465654 -0.980640 -1.468254 -0.16 -0.09 -0.02
C -0.176564 4.252155 -4.235239 -0.05 -0.01 0.01
C 1.519504 -1.298919 -4.416823 0.10 -0.03 0.03
C 1.273017 -2.658584 4.430030 0.02 0.00 -0.01
H 1.172318 -1.999433 -5.162638 -0.01 0.00 0.00
C -3.069445 -2.731741 -1.694320 -0.02 0.03 -0.03
H -1.885031 3.762403 -0.540489 -0.02 0.04 0.02
H -4.699181 -2.374904 -3.049262 0.00 -0.01 0.00
C 1.739389 -2.084500 0.691268 -0.16 0.11 -0.16
C 0.859817 1.944921 1.621206 0.00 -0.14 -0.09
C 2.499924 -0.368184 -4.713602 -0.02 -0.06 -0.05
C 0.009767 2.630419 -2.430018 -0.01 0.00 0.16
C 2.948145 -4.179929 3.637352 0.01 -0.02 0.00
C -2.099213 1.087534 5.539244 -0.02 0.01 0.00
H -3.422485 -3.718163 -1.421948 -0.02 0.01 0.02
C 2.779722 -3.696070 2.348774 -0.01 0.04 0.04
C 2.423021 1.522623 3.376038 0.02 0.01 0.07
H 3.686408 -2.354090 -1.352346 0.02 -0.01 0.02
C -3.789922 -1.978556 -2.618792 -0.01 -0.04 0.02
C -3.981396 3.720517 -0.905473 0.00 -0.02 -0.01
C -2.180705 -0.227619 -2.399068 0.08 -0.01 0.00
Pt 0.039849 -0.014667 -0.585892 0.26 -0.19 0.08
H 2.334117 5.048222 -2.106378 0.01 -0.01 -0.01
C -5.246527 2.090169 0.312366 0.00 -0.01 0.00
H 0.233951 -4.234134 0.339262 0.04 -0.03 0.03
C -4.087524 1.652415 0.930031 0.02 -0.03 -0.01
C -5.198231 3.129797 -0.608512 -0.01 -0.01 -0.01
C 0.989559 -1.345559 -3.142466 0.09 -0.16 0.22
N 1.386102 -0.503920 -2.174796 -0.41 0.42 -0.33
C 1.080725 3.341084 -1.882027 0.02 -0.08 -0.08
H -1.382472 -2.798525 -0.349732 0.01 0.00 0.02
C -1.567016 1.049462 -2.690768 -0.12 0.03 -0.03
C -1.601767 1.641542 1.290799 -0.12 -0.10 -0.30
O -1.400104 0.365753 0.692875 0.14 0.19 0.36
H -4.129700 0.836047 1.640658 0.00 0.01 0.02
C 1.019294 -4.210506 -0.406806 -0.01 0.05 0.01
H -2.210331 0.958079 6.607889 0.01 0.00 0.00
C 2.126966 -5.192983 -2.300700 -0.03 0.00 -0.01
H -0.270704 2.676984 0.010779 0.01 0.25 -0.08
H 2.686052 1.016717 -1.641902 -0.08 0.08 -0.03
C -0.384657 2.569039 1.077292 0.07 -0.24 0.10
H -3.933130 4.537940 -1.614368 0.01 0.00 0.00
H -0.666239 4.602635 -5.133796 0.01 -0.01 -0.01
H 3.789507 -1.349350 0.872072 0.00 -0.01 0.06
H -1.712531 -0.986562 5.161993 -0.01 0.00 -0.01
H -2.511220 3.194877 5.592149 0.00 0.00 0.00
H 1.251941 5.833611 -4.176700 -0.02 0.01 0.02
H 0.392046 -1.387216 2.938973 0.04 -0.03 0.01
C -1.678874 0.166915 3.354069 -0.04 -0.01 -0.01
Br 4.315210 1.707456 -3.987129 -0.02 0.06 0.01
C 1.854023 -2.687862 2.089337 0.13 -0.09 0.01
C 2.356882 0.379202 -2.450502 0.03 -0.05 0.01
C 2.947119 0.485603 2.625248 0.11 0.04 -0.05
C -0.608930 3.096012 -3.591740 0.00 0.03 0.02
H 0.252174 -2.084471 -2.864738 -0.05 0.04 -0.02
C -2.818333 3.275218 -0.286041 -0.01 0.06 0.07
H 3.845547 -4.132762 -3.016195 0.01 0.00 0.01
H -6.192773 1.623345 0.553903 0.00 0.00 -0.01
C 1.108180 -5.215251 -1.352973 -0.03 0.00 -0.04
H 1.569514 2.997692 -0.980647 0.01 -0.01 0.03
H 0.388162 -6.023508 -1.350039 0.01 -0.01 0.01
H 0.902265 3.043648 3.450888 -0.03 -0.02 0.00
C 1.105908 -2.172759 3.139689 -0.04 0.05 0.01
N -0.576018 1.462504 -1.930107 0.10 0.00 -0.40
C -2.265457 2.344792 4.968689 0.00 0.01 0.01
C -1.916193 -2.233718 -1.098388 -0.02 0.03 -0.07
C -3.352707 -0.716553 -2.972351 0.05 0.05 -0.02
H 3.668243 -4.965956 3.824785 -0.01 0.00 0.00
C -2.130565 2.509897 3.600325 0.01 -0.03 -0.02
```
Forces are in eV/Å.

E_tot   -146206.3773 eV
Max |F|   0.0131 hartree/bohr
HOMO level   -0.39856 Ha
LUMO energy   -3.09 eV
Total charge   +1
ΔE to the lowest compared entry with this formula, charge and spin   0.307 eV
Kohn-Sham gap   7.75 eV

Entry 2:
The following is a quantum chemistry calculation of C51H39NNiO4P2SSe as an isolated structure at a distorted geometry, from the OMol25 dataset.

```
100
Properties=species:S:1:pos:R:3:forces:R:3
C 1.211697 2.043492 -0.914388 -0.07 -0.16 -0.01
H 2.190350 -5.663913 0.517911 0.00 0.00 -0.01
H 1.043226 4.640428 -0.108421 0.00 0.00 0.03
H -5.568755 -2.438610 0.009788 0.01 0.00 -0.02
C -3.513500 -2.219794 0.575045 0.00 0.05 -0.14
H 2.434292 -4.715428 3.872467 0.00 0.01 0.00
C 2.809892 -3.188710 5.333593 0.00 0.03 0.01
Ni 0.504407 -0.525576 -0.032518 1.01 -1.33 0.90
C -0.259971 -0.462839 -4.089230 0.01 0.06 -0.02
C 2.470714 -0.921639 4.607227 0.01 0.04 0.01
H -0.632144 -3.525879 -6.391454 0.01 0.00 0.00
H -1.717080 6.032880 2.863447 0.00 0.00 -0.01
C 2.099854 -1.385736 3.345879 0.21 -0.17 -0.29
H 0.391038 6.305846 1.585809 -0.01 0.00 -0.01
H -0.102925 5.205472 -4.548622 -0.01 -0.02 0.00
H -5.129149 -1.987393 -2.382069 0.01 0.01 0.00
C -4.307838 -1.990705 -1.675845 0.04 -0.01 0.00
O 1.606766 0.834181 -0.690531 -0.39 0.15 -0.34
H -0.687079 -1.248031 -7.352823 0.00 -0.01 0.01
C -1.184450 -0.320300 2.272649 -0.15 -0.18 0.15
C -0.248455 5.450599 1.403750 0.00 -0.04 -0.04
C -1.761566 3.848252 -4.681426 0.03 0.01 0.03
C -0.635645 4.390932 -4.073652 -0.02 0.02 -0.05
C 2.095991 -2.751021 3.083170 0.02 -0.06 -0.01
Se 4.587573 -0.557897 -2.683388 -0.09 -0.03 0.10
C 4.118027 0.834634 2.122388 0.02 0.03 0.05
C 0.103196 -3.632620 -1.218284 -0.06 -0.01 -0.14
H 2.500161 0.142759 4.810829 -0.01 -0.01 -0.01
P -0.069993 -1.874598 -1.749653 0.09 -0.13 0.62
O 1.949127 2.979219 -1.146465 0.25 -0.01 -0.04
H -0.332123 -3.851956 -3.975021 0.00 0.05 0.01
C 2.822385 -1.821770 5.597334 -0.01 -0.04 -0.01
C -4.561583 -2.237818 -0.331565 -0.02 -0.01 -0.02
H -1.869140 1.077516 -0.783760 -0.05 0.09 -0.04
H 3.004014 4.526663 1.968271 0.00 -0.01 0.01
C 2.446887 -3.653648 4.080441 -0.02 0.09 -0.02
C -0.324025 2.343907 -0.866865 -0.27 -0.12 -0.11
C -0.188396 1.335411 3.689530 0.04 0.00 -0.02
C 3.036486 -1.363435 -2.361742 0.48 0.16 -0.25
H 6.117742 1.585014 2.058050 0.00 0.01 0.00
C -2.443899 -0.006732 2.767049 0.10 0.07 -0.06
C -0.568389 -1.383966 -6.285436 0.01 0.01 0.07
H -2.512371 1.476439 -2.424973 0.03 -0.06 0.04
C -0.537314 -2.662346 -5.745315 0.00 -0.02 0.03
H 5.412513 3.959327 2.009954 0.00 -0.02 -0.01
H -1.540025 2.434567 4.929244 0.00 0.00 -0.01
O -0.943772 1.105809 -0.526877 -0.15 0.12 0.10
C 0.124024 4.516989 0.445412 -0.09 0.02 -0.02
H 3.090388 -3.889245 6.109839 -0.01 0.01 0.00
C -0.672608 3.397427 0.200148 0.05 -0.03 0.05
C 4.669383 3.173003 2.045684 0.04 -0.05 0.01
C -0.376542 -2.847172 -4.377336 -0.05 -0.08 -0.07
H -3.548927 1.250900 4.097249 0.01 0.00 0.00
C 1.222262 -4.052348 -0.499514 -0.02 0.03 -0.01
H -2.825390 -1.714408 -3.201289 0.01 0.01 0.02
C -0.915421 -4.553375 -1.463817 -0.02 -0.01 0.01
C -1.427983 5.299907 2.120929 0.03 -0.03 -0.03
C 2.368205 2.487381 2.069401 -0.07 0.09 -0.06
C 0.304180 -6.270268 -0.309387 0.02 0.02 0.00
C 3.321842 3.493990 2.033418 0.00 -0.06 -0.02
H -2.496147 2.399880 0.766056 0.03 0.01 0.01
C -0.178331 3.900030 -2.862178 0.05 0.07 -0.02
C -2.238052 -1.931686 0.106239 -0.14 -0.06 0.07
C -2.232849 4.200119 1.869273 0.02 0.01 -0.01
H -1.808814 -4.246704 -1.995084 0.03 -0.03 -0.01
C -1.960120 2.308251 -2.847048 -0.04 -0.02 0.04
C 1.315446 -5.357266 -0.041719 -0.04 -0.02 0.01
C -2.568839 0.992895 3.716797 0.01 0.09 0.05
S -0.889831 -1.781750 1.249336 0.41 0.96 -0.42
C -1.442012 1.658081 4.181653 -0.07 -0.03 -0.03
C -1.853748 3.257625 0.922589 -0.03 0.00 0.03
H 2.030752 -3.357770 -0.315452 0.00 0.03 -0.04
C -0.421477 -0.281368 -5.453806 0.00 -0.04 -0.04
H -3.325031 -0.519406 2.411199 0.03 0.00 0.01
C -2.425917 2.804958 -4.060069 0.09 0.02 0.04
N 2.036203 -1.944892 -2.198328 -0.36 -0.10 0.12
C 5.066989 1.841281 2.080437 -0.03 0.07 -0.01
C 2.760698 1.157011 2.135712 0.06 -0.13 0.03
H 0.711021 4.316677 -2.407706 -0.09 -0.03 -0.06
H -3.301499 2.362062 -4.518118 0.01 0.00 0.02
H 0.387271 -7.292657 0.037275 0.00 0.02 0.01
H 3.110262 -1.458513 6.575369 0.01 -0.01 0.00
H 1.801763 -3.119902 2.107899 0.02 0.04 0.03
C -3.006219 -1.810862 -2.136778 -0.09 -0.09 0.02
H -3.680259 -2.434544 1.623075 0.01 0.00 -0.02
H -3.161503 4.068673 2.411711 0.02 -0.01 0.00
C -0.251499 -1.743013 -3.545254 -0.06 0.28 0.09
O -0.816608 -2.920686 2.177412 0.08 0.09 -0.45
H -0.417547 0.721169 -5.862913 0.00 -0.01 0.01
C -1.925964 -1.825677 -1.256856 -0.02 0.08 0.04
H 4.439686 -0.200009 2.133110 -0.03 -0.01 0.01
C -0.033209 0.347428 2.721071 0.10 -0.11 0.09
H 1.320817 2.756164 2.010178 0.02 -0.03 0.04
H 0.682135 1.859876 4.062642 -0.01 -0.01 -0.01
P 1.599497 -0.220276 2.042477 -1.08 0.44 -0.09
C -0.831117 2.842296 -2.232042 0.11 0.02 0.01
H -2.112462 4.233914 -5.630300 0.00 0.00 0.02
H -1.610079 -6.568007 -1.234602 0.01 0.01 -0.01
H -0.110869 0.399382 -3.452808 -0.01 0.02 0.06
C -0.812703 -5.866554 -1.024684 0.04 0.05 0.01
```
Forces are in eV/Å.

E_tot   -199001.4611 eV
Max |F|   0.0369 hartree/bohr
HOMO level (spin up / spin down)   -0.24305 / -0.24297 Ha
LUMO energy (spin up / spin down)   -0.69 / -0.66 eV
Kohn-Sham gap (spin up / spin down)   5.92 / 5.95 eV

> Which of these has the lowest max |F|?

C51H39BrN3O2PtS

> The highest E_tot belongs to which entry?

C51H39BrN3O2PtS

> Among the records above, which one has the highest max |F|?

C51H39NNiO4P2SSe

> Which value of max |F| does entry 2 give?

0.0369 hartree/bohr